122
Properties=species:S:1:pos:R:3:forces:R:3 method="wB97M-V/def2-TZVPD" homo_ev=-8.454 lumo_energy_ev=0.352 smiles="CC1(C)CCCC(C)(C)N1O.CC1(C)CCCC(C)(C)N1O.NC(N)=O.NC(N)=O.NC(N)=O.NC(N)=O.CO.CO.CO.CO.CO" fmax_ha_per_bohr=0.097 gap_ev=8.8
C 4.869 1.388 0.606 -0.687 -0.580 -0.434
O 4.172 0.949 -0.321 -0.121 0.882 0.533
N 4.769 2.649 1.080 0.372 -0.968 0.190
N 5.751 0.527 1.202 -0.229 -0.981 0.061
H 5.479 2.931 1.723 0.120 0.385 0.165
H 4.310 3.345 0.500 0.039 0.382 -0.204
H 6.031 0.735 2.134 0.296 0.311 0.557
H 5.437 -0.450 1.126 0.256 0.642 -0.225
C 2.412 -3.725 -0.775 0.244 2.035 -0.789
O 1.512 -2.988 -1.094 -2.137 0.695 -0.935
N 3.611 -3.581 -1.383 1.356 -0.623 -0.271
N 2.274 -4.574 0.239 0.410 -2.155 1.642
H 4.472 -3.618 -0.847 -0.282 -0.169 -0.189
H 3.605 -2.873 -2.107 0.053 0.325 0.385
H 1.331 -4.940 0.426 0.829 0.493 -0.115
H 3.039 -5.229 0.317 -0.365 -0.310 0.177
C 2.251 3.261 -4.208 -1.649 -0.037 1.969
O 2.388 4.109 -3.321 0.159 0.107 0.099
N 1.064 2.551 -4.262 1.311 -1.095 -2.143
N 3.327 3.012 -5.036 0.191 0.064 0.076
H 0.365 2.634 -3.500 0.860 0.362 -0.043
H 1.010 1.646 -4.760 0.404 1.135 0.258
H 3.132 3.007 -6.009 -0.298 -0.379 -0.890
H 4.023 3.723 -4.834 -0.104 -0.200 -0.023
C -4.110 1.570 -1.581 0.342 -1.255 -1.504
O -4.339 2.754 -1.534 0.431 0.938 0.576
N -2.846 1.008 -1.776 0.096 -0.322 0.174
N -5.205 0.694 -1.637 0.872 4.715 0.663
H -2.714 -0.005 -1.806 -0.270 0.446 0.112
H -1.957 1.527 -1.954 -1.520 0.015 0.355
H -5.173 -0.225 -1.718 0.608 -4.922 -0.356
H -6.075 1.089 -1.359 -0.288 0.342 0.071
C -2.018 4.148 3.607 0.492 1.744 0.064
C -2.426 2.756 3.257 -0.408 -2.463 -1.101
C -2.278 2.378 1.755 1.450 0.774 -0.160
C -0.820 2.086 1.302 -0.436 0.016 1.347
C -0.207 1.047 2.254 -0.788 -0.793 -0.356
C -0.319 1.293 3.744 0.764 1.484 -0.484
N -1.768 1.618 4.022 0.477 0.162 -0.407
O -1.911 1.822 5.426 -0.078 0.305 0.053
C 0.034 -0.001 4.425 -1.975 -0.574 0.914
C 0.766 2.336 4.143 -0.368 0.109 1.130
C -3.964 2.697 3.496 0.834 -0.068 1.767
H -2.852 4.764 3.245 0.283 0.246 0.302
H -1.123 4.608 3.169 0.042 -0.682 -0.366
H -1.870 4.339 4.681 -0.482 -0.435 -0.188
H -2.767 1.469 1.459 -0.821 -0.614 0.595
H -2.798 3.151 1.169 0.495 0.018 -0.016
H -0.184 2.962 1.316 0.087 0.424 -0.216
H -0.865 1.666 0.312 0.123 0.110 -0.403
H 0.820 0.769 2.026 0.245 0.415 -0.160
H -0.733 0.093 2.192 -0.351 -0.050 -0.781
H 1.040 -0.375 4.311 0.316 0.164 -0.426
H -0.139 0.176 5.486 0.125 -0.348 0.197
H -0.720 -0.749 4.080 0.685 0.173 0.363
H 0.849 3.125 3.420 -0.364 0.764 -0.235
H 0.623 2.746 5.176 -0.004 -0.235 -0.909
H 1.770 1.900 4.113 -0.218 -0.396 0.130
H -4.539 3.259 2.770 0.153 -0.105 -0.475
H -4.064 3.277 4.433 -0.639 -0.724 -0.052
H -4.322 1.653 3.590 0.117 0.650 -0.039
H -2.579 1.175 5.682 0.094 0.073 -0.065
C -2.530 -2.251 0.971 1.184 2.861 2.216
C -2.313 -3.407 0.156 0.830 -2.532 -0.903
C -3.538 -4.282 0.345 -0.908 -0.340 0.503
C -3.607 -5.501 -0.560 1.581 0.738 -0.310
C -3.601 -4.875 -1.975 -1.632 0.056 0.247
C -2.398 -3.996 -2.305 -0.050 -0.428 2.057
N -2.318 -3.001 -1.220 -0.349 0.438 -1.420
O -1.415 -1.973 -1.561 0.486 0.162 0.477
C -1.142 -4.857 -2.453 0.713 0.529 -0.817
C -2.719 -3.284 -3.564 1.016 0.471 -2.417
C -0.987 -4.106 0.634 -0.767 0.862 -0.243
H -3.441 -1.721 0.744 -0.092 0.473 -0.544
H -1.611 -1.620 0.912 -0.977 0.164 -0.019
H -2.633 -2.479 2.029 0.133 -0.418 0.207
H -3.552 -4.556 1.405 -0.169 -0.043 -0.035
H -4.425 -3.629 0.139 0.562 -0.535 0.277
H -4.456 -6.131 -0.325 -0.299 0.002 -0.264
H -2.689 -6.112 -0.363 -0.659 0.249 -0.361
H -4.509 -4.175 -2.014 1.022 -1.092 -0.113
H -3.687 -5.610 -2.775 -0.160 -0.121 -0.010
H -0.263 -4.220 -2.495 0.205 0.355 0.009
H -0.901 -5.572 -1.675 -0.569 -0.237 -0.067
H -1.158 -5.328 -3.436 -0.091 -0.411 0.115
H -1.964 -2.542 -3.907 -0.385 -0.304 0.708
H -2.663 -4.023 -4.373 -0.390 -0.043 0.007
H -3.696 -2.813 -3.616 -0.107 0.018 0.368
H -1.123 -4.479 1.621 -0.096 0.245 1.280
H -0.161 -3.391 0.569 -0.122 -0.211 0.133
H -0.747 -5.004 0.120 0.186 -0.544 -0.976
H -0.488 -2.247 -1.398 -0.236 -0.282 -0.038
C 2.316 4.849 -0.009 2.461 0.839 0.073
O 3.719 4.652 -0.456 -1.673 -0.096 -0.092
H 2.430 5.120 1.014 0.103 0.035 1.033
H 1.896 5.729 -0.449 -0.402 0.191 -0.851
H 1.706 3.987 -0.044 -0.529 -1.011 -0.562
H 3.705 4.356 -1.382 -0.322 0.175 0.040
C 3.987 -0.199 -3.850 -0.623 0.305 1.025
O 4.090 -0.562 -2.449 -0.376 0.477 -1.011
H 4.561 0.718 -3.989 -0.098 -0.056 -0.423
H 4.362 -0.988 -4.500 0.173 -0.120 0.280
H 2.923 -0.021 -4.124 0.584 0.015 0.091
H 3.901 0.263 -1.934 0.399 -1.145 -0.259
C 1.033 0.085 -0.769 -0.466 -0.887 -1.088
O 1.482 1.400 -0.726 -0.650 1.009 -0.020
H 1.649 -0.624 -0.247 0.404 -0.086 0.721
H 0.002 0.047 -0.395 0.164 -0.298 -0.240
H 1.116 -0.290 -1.806 -0.505 0.158 0.213
H 2.307 1.455 -0.270 1.268 -0.055 0.248
C 2.963 -1.561 2.592 -0.920 -0.060 -1.191
O 3.908 -2.169 1.704 0.282 1.280 0.856
H 2.156 -1.018 2.023 0.753 -0.414 0.442
H 2.461 -2.307 3.225 0.302 0.225 0.039
H 3.532 -0.865 3.153 0.207 0.704 0.849
H 3.453 -2.930 1.421 -0.621 -1.703 -0.968
C -0.837 4.163 -1.898 -0.227 -1.177 0.028
O -0.270 2.791 -2.125 -2.544 1.891 0.511
H -0.714 4.403 -0.820 0.101 0.142 -0.825
H -0.335 4.843 -2.596 0.155 -0.031 0.524
H -1.935 4.207 -2.123 0.932 -0.562 0.193
H 0.313 2.562 -1.399 0.663 -0.247 0.331